77
Properties=species:S:1:pos:R:3:forces:R:3 method="wB97M-V/def2-TZVPD" total_charge=-2 relative_energy_ev=0.3107 lumo_energy_ev="4.43 / 4.43"
Pd 8.5327 11.1109 13.3664 -0.126 -0.246 0.451
N 10.4896 12.4369 8.1436 -0.769 -0.041 1.462
C 11.7957 12.8484 8.3456 2.036 0.715 -0.544
C 12.1266 13.9905 9.0535 0.584 -0.488 0.371
C 13.4695 14.3034 9.3031 -0.187 -0.230 -0.262
C 14.5202 13.5300 8.7767 -0.903 0.357 1.327
C 14.1877 12.4216 8.0149 0.745 0.219 -0.280
C 12.8746 12.1502 7.7654 -1.982 -1.240 -0.080
S 16.2174 13.7847 9.2844 0.715 1.265 -1.768
O 16.4109 15.2457 9.1247 -0.084 -1.759 0.275
O 16.9485 12.9105 8.3545 -0.178 0.713 0.788
N 16.4811 13.4599 10.8057 -0.677 -1.117 1.076
C 16.1694 12.2399 11.3503 0.356 0.236 -0.330
N 15.6153 11.2492 10.6216 0.122 1.391 -1.655
C 15.2483 10.1472 11.1635 -1.048 -2.177 -0.925
C 15.3740 9.8370 12.5258 -1.319 -0.820 -1.078
C 15.9768 10.8679 13.1912 0.731 0.477 1.009
N 16.4319 12.0056 12.6482 -0.147 0.259 0.782
H 9.9946 12.4384 9.0693 0.277 -0.038 -1.233
H 10.5717 11.4854 7.8423 -0.626 -0.623 -0.175
H 11.3162 14.5008 9.5316 -0.213 0.652 0.247
H 13.6380 15.1532 9.9493 0.470 0.083 -0.025
H 14.9995 11.8073 7.6326 -0.245 0.039 0.100
H 12.5314 11.2400 7.2461 0.707 0.279 -0.071
H 14.8068 9.4370 10.3867 0.413 0.510 1.350
H 14.8646 8.9132 12.9161 0.985 1.203 -0.058
H 16.1444 10.7683 14.2664 0.062 0.156 -0.092
C 5.2689 7.2876 13.2624 1.194 2.270 1.097
C 6.3683 6.5107 12.6194 1.342 0.092 -1.591
N 7.5402 7.3259 12.1633 0.507 -0.645 1.198
C 8.3708 7.4939 13.3540 0.229 -0.429 -0.890
C 9.4801 6.5124 13.6255 -0.213 -0.843 -0.206
C 7.6453 8.1567 11.0701 -1.430 -1.519 1.010
O 6.7284 8.1528 10.2606 0.200 0.449 -0.787
C 8.8125 9.0765 11.0793 0.321 0.999 0.406
C 10.1564 8.8267 11.0912 0.516 0.457 -0.088
C 11.0467 9.8985 11.3613 2.214 -0.226 -0.356
C 10.5930 11.2071 11.5332 2.237 -3.496 -0.411
N 9.3422 11.5144 11.4784 -3.052 0.131 -0.479
C 8.4659 10.4241 11.3721 -1.429 1.768 0.167
H 4.3583 6.7498 13.3369 -0.737 -0.882 0.465
H 5.0251 8.1325 12.5960 0.240 -0.157 0.264
H 5.6266 7.7383 14.2430 -0.810 -0.485 -1.056
H 5.9533 6.0424 11.7745 -0.450 -0.780 -1.372
H 6.8700 5.7209 13.1934 -0.649 0.154 0.278
H 7.6804 7.4698 14.1591 -0.243 0.038 0.968
H 8.6957 8.4751 13.3225 1.043 1.844 0.364
H 9.0573 5.5101 13.5907 -0.093 -0.370 0.428
H 9.8899 6.7122 14.6120 0.004 -0.085 0.148
H 10.3064 6.4274 12.9309 0.158 0.664 -0.428
H 10.5669 7.8699 10.8328 0.051 -0.465 0.106
H 12.1996 9.7356 11.3272 -2.235 0.212 0.035
H 11.3172 11.9523 11.5457 1.122 1.566 0.384
H 7.4653 10.8073 11.1329 0.127 -0.698 -0.097
C 14.1366 14.4188 13.7376 -1.085 0.194 -1.982
C 13.1607 13.4779 12.9821 -0.348 -0.291 1.675
N 11.7682 13.7227 13.4223 1.559 1.039 -1.695
C 11.1380 14.8787 12.7500 -0.895 -0.269 -0.691
C 9.7012 14.6086 12.1184 0.741 1.135 -1.090
C 11.2009 12.9668 14.3436 -2.214 -1.169 1.286
C 11.9006 11.7719 14.9045 -0.633 -1.216 0.818
N 9.9900 13.1308 14.7800 -0.203 1.845 -0.114
H 15.1130 13.9808 13.6858 0.714 0.117 0.126
H 13.8081 14.6736 14.7379 -0.050 -0.251 0.204
H 14.0674 15.3076 13.0946 0.673 0.307 0.627
H 13.4394 12.4296 13.2094 -0.247 0.718 -0.644
H 13.1248 13.6787 11.9167 0.682 -0.326 -0.149
H 11.8123 15.0705 11.8892 -0.419 0.175 0.586
H 11.1186 15.8048 13.3823 0.022 -0.781 -0.297
H 9.6038 13.6326 11.6291 0.261 0.182 0.272
H 9.4511 15.3884 11.3164 0.694 -0.796 1.017
H 8.8858 14.6765 12.8119 -0.294 -0.008 0.516
H 12.5537 11.2890 14.2141 0.445 -0.463 -0.362
H 11.1823 10.9996 15.2843 0.148 0.911 -0.717
H 12.4481 12.0029 15.8096 0.476 0.492 0.065
H 9.6831 14.0797 14.4372 -0.037 -1.426 0.467
Cl 7.2325 9.8779 15.1375 0.152 0.541 -0.135


12
Properties=species:S:1:pos:R:3:forces:R:3 method="wB97M-V/def2-TZVPD" relative_energy_ev=2.5005 lumo_energy_ev="-0.64 / -0.36"
C 0.4848 2.0491 0.0329 2.272 -7.576 0.010
C 1.0268 0.4110 0.0319 -1.757 7.901 -0.108
C 0.1978 -0.7502 0.0220 -0.446 -0.572 -0.009
C -1.2983 -0.6095 -0.0677 -0.022 -0.078 0.039
N 0.8136 -1.8627 0.0868 0.415 -0.513 0.030
Br 2.8691 0.2208 -0.0371 0.211 0.095 0.035
H 1.2626 2.7769 0.0133 0.260 0.325 0.010
H -0.5587 2.2448 0.1152 -0.414 0.137 0.004
H -1.6115 0.4129 -0.2428 -0.076 0.048 -0.021
H -1.7480 -0.9677 0.8581 -0.044 0.043 0.015
H -1.6643 -1.2349 -0.8827 -0.014 0.049 0.012
H 0.2260 -2.6904 0.0702 -0.386 0.142 -0.019


Please write out number 2 again, unchanged.
12
Properties=species:S:1:pos:R:3:forces:R:3 method="wB97M-V/def2-TZVPD" relative_energy_ev=2.5005 lumo_energy_ev="-0.64 / -0.36"
C 0.4848 2.0491 0.0329 2.272 -7.576 0.010
C 1.0268 0.4110 0.0319 -1.757 7.901 -0.108
C 0.1978 -0.7502 0.0220 -0.446 -0.572 -0.009
C -1.2983 -0.6095 -0.0677 -0.022 -0.078 0.039
N 0.8136 -1.8627 0.0868 0.415 -0.513 0.030
Br 2.8691 0.2208 -0.0371 0.211 0.095 0.035
H 1.2626 2.7769 0.0133 0.260 0.325 0.010
H -0.5587 2.2448 0.1152 -0.414 0.137 0.004
H -1.6115 0.4129 -0.2428 -0.076 0.048 -0.021
H -1.7480 -0.9677 0.8581 -0.044 0.043 0.015
H -1.6643 -1.2349 -0.8827 -0.014 0.049 0.012
H 0.2260 -2.6904 0.0702 -0.386 0.142 -0.019